13
Properties=species:S:1:pos:R:3:forces:R:3:lowdin_charge:R:1 method="wB97M-V/def2-TZVPD" charge=0 e_lumo_ev=0.62 orbital_gap_ha=0.3739
C -1.507964 -0.458615 0.468964 0.08 0.34 -0.92 -0.0246
C -0.247554 -0.040512 -0.966549 -2.19 -0.26 -0.08 -0.5969
N -0.196757 1.322718 -1.005745 0.26 -0.19 0.15 0.1455
O -0.242924 -0.853561 -1.820146 0.36 0.23 0.38 0.1266
H 0.047321 1.764642 -0.130636 0.01 -0.06 0.01 0.1116
H 0.368869 1.649659 -1.779715 0.05 -0.03 0.06 0.1243
H -1.651465 -1.529228 0.607569 0.23 0.00 -0.01 0.0791
H -2.301255 -0.088481 -0.176100 -0.04 0.02 -0.06 0.0704
H -1.540835 0.107387 1.401439 0.18 -0.01 -0.02 0.0733
C 1.380916 -0.472284 0.551139 -0.66 -0.19 0.69 -0.1220
C 2.520686 -0.441449 0.970020 -0.34 0.00 -0.06 -0.0301
H 3.501266 -0.439525 1.382008 0.10 0.01 -0.10 -0.0090
H -0.130304 -0.520751 0.497752 1.96 0.14 -0.06 0.0519

13
Properties=species:S:1:pos:R:3:forces:R:3:lowdin_charge:R:1 method="wB97M-V/def2-TZVPD" charge=0 e_lumo_ev=0.82 orbital_gap_ha=0.3750
N -1.842853 1.932825 0.583161 0.39 -1.11 -0.08 0.1437
C -1.481486 0.833610 0.539116 -0.33 0.87 0.05 -0.2299
C -0.995258 -0.554229 0.468911 -0.13 -0.22 0.29 -0.2131
C -0.050632 -0.753346 -0.690220 0.47 -0.46 0.91 -0.1628
C 1.389281 0.191259 -0.352835 -2.68 -2.24 -0.15 -0.1949
O 1.397392 0.865337 0.863411 -0.27 0.17 -0.23 -0.0630
H -0.435361 -0.748572 1.384208 -0.24 -0.01 0.15 0.1195
H -1.856299 -1.222489 0.423199 -0.04 0.04 0.07 0.1177
H 0.331337 -1.760026 -0.788911 -0.36 -0.47 0.28 0.0880
H -0.595360 -0.543168 -1.653533 0.94 0.36 0.76 0.1189
H 2.196861 -0.534320 -0.338816 0.01 0.41 -0.64 0.1096
H 0.896405 0.532629 -1.227118 2.26 2.79 -1.24 0.0730
H 1.045977 1.760487 0.789431 -0.03 -0.13 -0.17 0.0933

13
Properties=species:S:1:pos:R:3:forces:R:3:lowdin_charge:R:1 method="wB97M-V/def2-TZVPD" charge=0 e_lumo_ev=0.95 orbital_gap_ha=0.4002
C -1.367497 0.240165 1.901731 0.01 -0.01 0.06 -0.0700
C -1.594383 -0.040038 0.484258 -0.19 -0.15 -0.92 -0.2719
N -1.758897 -0.253784 -0.641047 0.10 0.22 1.14 0.1457
H -0.426961 -0.222162 2.213518 -0.16 0.07 -0.07 0.0759
H -2.195388 -0.152175 2.499777 0.15 0.06 -0.12 0.0832
H -1.289806 1.320041 2.059041 -0.02 -0.19 -0.06 0.0890
C 1.197366 -0.613719 -1.650428 0.00 -0.05 0.08 -0.0774
C 1.268573 0.500336 -0.644476 0.06 -0.10 0.20 -0.3339
O 1.410067 0.339726 0.547871 -0.03 0.10 -0.51 0.0075
H 0.996653 -1.560623 -1.144107 0.06 0.13 -0.09 0.0802
H 0.412435 -0.408397 -2.385363 0.14 -0.02 0.13 0.0688
H 2.157713 -0.678015 -2.180129 -0.14 0.06 0.08 0.0830
H 1.190125 1.528645 -1.060647 0.04 -0.13 0.09 0.1200

13
Properties=species:S:1:pos:R:3:forces:R:3:lowdin_charge:R:1 method="wB97M-V/def2-TZVPD" charge=0 e_lumo_ev=0.31 orbital_gap_ha=0.3190
C -1.438248 -1.659670 -0.120581 -0.14 -0.27 0.08 -0.0657
O -1.292042 -0.303189 -0.603059 0.40 -0.02 -0.32 -0.1697
C -0.127702 -0.125531 -1.153768 -0.51 -0.24 -0.86 -0.0218
C 1.231727 1.647036 0.399179 0.21 0.02 0.18 -0.0664
C 1.102101 0.200363 0.705163 0.50 -0.35 1.19 -0.3402
N 1.215045 -0.772631 1.331557 -0.18 0.84 -0.61 0.1526
H -0.495291 -1.984080 0.326294 -0.17 0.07 -0.07 0.0582
H -1.682605 -2.264698 -0.993049 -0.02 -0.08 0.20 0.0907
H -2.250241 -1.681728 0.606846 0.08 0.11 -0.11 0.0918
H -0.149679 0.892183 -1.581998 -0.42 0.12 0.02 0.0230
H 0.552446 2.119345 -0.315278 0.05 -0.53 0.24 0.0654
H 1.084985 2.137071 1.360195 0.22 0.18 -0.03 0.0892
H 2.249504 1.795530 0.038498 -0.01 0.15 0.11 0.0930

13
Properties=species:S:1:pos:R:3:forces:R:3:lowdin_charge:R:1 method="wB97M-V/def2-TZVPD" charge=0 e_lumo_ev=0.72 orbital_gap_ha=0.4305
C -0.938130 -1.004372 -0.050977 -0.10 -0.19 0.04 -0.0321
C -0.063833 0.198190 0.231172 0.08 -0.32 -0.17 -0.6796
C 1.314203 0.049508 -0.430928 -0.06 0.01 0.00 -0.0296
O 0.178471 0.421388 1.583732 -0.23 -0.15 0.31 0.0090
C -0.480485 2.271876 -0.933723 -0.85 0.03 0.19 0.0719
N -0.845836 1.364649 -0.266287 1.52 0.65 -0.80 0.0100
H -0.442720 -1.917627 0.280486 -0.07 0.04 0.01 0.0903
H -1.895896 -0.886389 0.461459 0.05 -0.11 -0.02 0.0874
H -1.131545 -1.058467 -1.125404 0.01 -0.08 0.13 0.0932
H 1.984001 0.876397 -0.175333 -0.29 -0.06 0.01 0.0906
H 1.236912 -0.021677 -1.519959 -0.11 0.03 0.20 0.0899
H 1.762651 -0.877864 -0.055056 -0.11 0.19 -0.05 0.0903
H -0.677790 0.584388 2.000824 0.14 -0.05 0.15 0.1086

13
Properties=species:S:1:pos:R:3:forces:R:3:lowdin_charge:R:1 method="wB97M-V/def2-TZVPD" charge=0 e_lumo_ev="-0.19 / -0.19" orbital_gap_ha="0.2303 / 0.2307"
C -1.167163 1.507977 -0.445563 -1.54 -0.40 -0.64 -0.1310
O -1.965364 0.597645 -0.704610 0.98 1.27 -0.01 -0.0780
H -1.914121 -0.764374 0.129392 0.60 -1.43 0.89 0.1009
H -1.273876 2.130649 0.454666 0.05 -0.24 0.12 0.0992
H -0.458105 1.865547 -1.203988 0.14 -0.20 0.01 0.1006
H 0.462158 0.755816 0.346912 1.11 -0.47 0.62 0.0819
C 1.103497 -0.175335 0.609591 -2.71 -1.40 1.03 -0.2434
C 1.445775 -1.023804 -0.487853 0.56 -0.56 -1.91 -0.1275
C -0.098571 -1.095470 0.852592 1.39 2.21 1.01 -0.1283
N -1.291361 -1.176252 0.941473 -0.61 0.54 -1.29 0.1457
H 1.788891 -0.132174 1.447256 0.18 0.46 -0.03 0.1114
H 2.424295 -1.480751 -0.494945 -0.06 -0.26 0.10 0.0305
H 0.943945 -1.009473 -1.444922 -0.08 0.45 0.10 0.0381

13
Properties=species:S:1:pos:R:3:forces:R:3:lowdin_charge:R:1 method="wB97M-V/def2-TZVPD" charge=0 e_lumo_ev=0.96 orbital_gap_ha=0.3469
C -1.636473 -0.099139 0.144493 0.02 0.10 0.00 -0.0701
C -0.196026 -0.132214 -0.364238 0.09 -0.11 -0.03 -0.4508
N 0.700604 -0.939848 0.459445 -0.02 -0.44 0.21 0.0194
C 0.654639 1.130830 -0.392184 0.16 0.03 -0.17 -0.0605
C 1.933800 0.766451 -0.295036 0.76 0.31 -0.08 -0.2390
O 3.072650 0.512057 -0.247455 -0.81 0.55 -0.03 0.1562
H -2.019394 -1.128645 0.122092 0.05 0.22 0.04 0.0747
H -1.699459 0.263787 1.176818 0.07 0.02 -0.16 0.0760
H -2.297089 0.505782 -0.484939 0.15 0.02 0.06 0.0733
H -0.213666 -0.569450 -1.372355 -0.02 -0.02 0.15 0.1336
H 0.719792 -0.524351 1.383874 0.02 -0.47 0.09 0.0966
H 0.590846 -1.940849 0.477117 -0.38 -0.09 0.02 0.0921
H 0.389773 2.155595 -0.607633 -0.09 -0.12 -0.10 0.0984

13
Properties=species:S:1:pos:R:3:forces:R:3:lowdin_charge:R:1 method="wB97M-V/def2-TZVPD" charge=0 e_lumo_ev=0.92 orbital_gap_ha=0.3728
C -1.712287 -0.097539 -0.259982 0.13 0.13 -0.11 -0.0749
C -0.408815 -0.268396 0.510800 0.31 1.03 0.06 -0.3144
N 0.671163 -1.065278 -0.086284 0.97 0.40 0.13 -0.0288
C 1.659688 0.138994 -0.304936 -0.70 -0.76 -0.14 -0.0688
C 0.568134 1.047932 0.275762 -0.60 -0.44 0.50 -0.3114
O 0.542731 2.228679 0.490530 -0.26 -1.26 -0.18 0.1040
H -2.411781 -0.945649 -0.241813 0.46 0.03 0.14 0.0748
H -1.481477 0.134671 -1.300696 -0.21 0.13 -0.02 0.0785
H -2.210948 0.749318 0.226974 -0.10 -0.04 -0.34 0.0816
H -0.706546 -0.644919 1.518145 0.67 0.84 -0.22 0.1386
H 0.876839 -1.884650 0.484940 0.64 0.56 -0.22 0.0961
H 1.840900 0.127982 -1.377806 -0.34 0.62 -0.18 0.0976
H 2.679593 0.423346 0.090488 -0.97 -1.25 0.57 0.1270

13
Properties=species:S:1:pos:R:3:forces:R:3:lowdin_charge:R:1 method="wB97M-V/def2-TZVPD" charge=0 e_lumo_ev="-0.23 / -0.45" orbital_gap_ha="0.2879 / 0.3065"
C -1.593600 -0.791675 0.130816 -0.07 0.10 0.17 -0.0503
N -0.156552 -0.671249 -0.171525 0.10 0.33 0.03 -0.2346
C 0.674997 -0.645621 0.935155 0.39 -0.99 1.23 -0.0144
C 0.208521 0.535489 -0.676342 -0.19 1.19 -1.07 -0.0856
C 1.514071 1.159715 -0.907013 -0.53 -0.23 0.44 -0.2852
O 1.540285 2.239944 -1.474484 0.18 -0.03 -0.02 0.0079
H -1.778380 -1.721515 0.669667 0.06 0.02 -0.21 0.0900
H -2.210396 -0.732376 -0.768576 0.25 -0.10 -0.01 0.0899
H -1.857869 0.046185 0.796098 -0.15 -0.23 -0.15 0.0927
H 0.562043 0.127483 1.677311 -0.01 0.20 0.02 0.0791
H 1.271298 -1.518545 1.153249 0.16 -0.03 0.10 0.0726
H -0.595016 1.213264 -0.944503 -0.14 0.15 -0.08 0.1245
H 2.420598 0.758902 -0.419853 -0.06 -0.38 -0.45 0.1134

13
Properties=species:S:1:pos:R:3:forces:R:3:lowdin_charge:R:1 method="wB97M-V/def2-TZVPD" charge=0 e_lumo_ev=0.62 orbital_gap_ha=0.4439
C -0.327567 -0.807741 -1.359364 -0.05 -0.02 -0.03 -0.0992
C -0.745050 -0.406657 0.056325 -0.02 0.00 0.08 -0.1960
C 0.090151 0.728492 0.666459 0.03 -0.05 -0.32 -0.3943
O -0.141975 0.718394 2.057182 0.14 0.24 0.07 -0.0167
C 1.513717 0.486272 0.316561 0.85 -0.20 -0.33 -0.1687
N 2.562916 0.228534 -0.095175 -0.80 0.37 0.58 0.1636
H 0.756715 -0.929584 -1.440204 -0.22 -0.02 0.03 0.0561
H -0.775371 -1.768753 -1.618399 -0.08 0.14 -0.04 0.0747
H -0.635702 -0.067186 -2.103608 0.01 -0.08 0.08 0.0791
H -0.638438 -1.254498 0.743099 0.00 0.11 -0.13 0.1226
H -1.794271 -0.089029 0.093061 0.19 -0.11 -0.02 0.1193
H -0.183998 1.698445 0.218749 0.04 -0.23 0.09 0.1548
H 0.318872 1.463310 2.465313 -0.09 -0.13 -0.06 0.1047

13
Properties=species:S:1:pos:R:3:forces:R:3:lowdin_charge:R:1 method="wB97M-V/def2-TZVPD" charge=0 e_lumo_ev="0.78 / 0.78" orbital_gap_ha="0.3266 / 0.3267"
C -0.396475 -0.542157 -0.243118 0.64 2.06 -1.90 -0.5542
C 1.103494 -0.467345 -0.044830 0.57 -0.85 -0.78 -0.1148
C 1.364808 -0.157851 -1.608740 -3.94 1.25 1.50 -0.1418
C -1.329305 -0.782258 0.866244 -0.28 -1.17 0.97 -0.0714
N -0.689459 -0.110980 -1.424026 3.27 -1.04 0.20 0.1514
O 1.836408 1.061494 -2.030211 0.37 -2.50 -0.28 0.0199
H 1.459703 0.394430 0.633080 -0.38 -1.57 -0.83 0.1338
H 1.476276 -1.523939 0.237722 0.14 1.85 -0.02 0.1248
H 1.579479 -0.967057 -2.278609 0.24 -0.16 -0.17 0.1119
H -0.663166 -1.328927 1.585428 -1.17 0.55 0.13 0.0797
H -2.210214 -1.444868 0.615256 0.95 0.95 0.17 0.0952
H -1.654794 0.210568 1.251415 0.09 -0.87 0.06 0.0915
H 1.452336 1.661694 -1.425919 -0.51 1.52 0.93 0.0739

13
Properties=species:S:1:pos:R:3:forces:R:3:lowdin_charge:R:1 method="wB97M-V/def2-TZVPD" charge=0 e_lumo_ev=0.89 orbital_gap_ha=0.3831
C 1.656510 0.370855 -0.521084 -0.05 0.05 -0.05 -0.0487
C 0.402231 0.599244 0.318102 0.16 -0.09 0.10 -0.2465
C -1.045184 0.833404 -0.188757 0.03 0.19 -0.13 -0.0442
N -0.580556 -0.415022 0.244094 -0.24 -0.36 -0.06 -0.0764
C -1.167117 -1.572708 0.586058 -0.12 -0.07 0.02 -0.3305
O -2.344900 -1.782684 0.375830 0.20 -0.23 0.20 0.0193
H 1.999032 -0.654848 -0.335600 -0.05 0.21 -0.04 0.0777
H 2.479835 1.034203 -0.235955 -0.28 0.04 -0.05 0.0719
H 1.484403 0.468971 -1.595982 -0.10 0.02 0.14 0.0777
H 0.618332 0.995489 1.315592 -0.22 -0.09 -0.17 0.1340
H -1.787187 1.305730 0.464479 0.43 0.12 -0.12 0.1166
H -1.291639 0.897738 -1.248968 0.37 0.22 0.10 0.1159
H -0.466805 -2.309214 1.012791 -0.13 -0.01 0.06 0.1333

The records above yield energy relative to the best compared isomer or geometry (same formula, charge and spin) values of 627.2 294.4 119.0 478.8 198.7 714.8 188.5 245.1 458.5 115.4 384.6 203.0 kJ/mol, respectively.
The records above yield E_tot values of -7793.1435 -7796.5927 -7798.4107 -7794.6821 -7797.5849 -7792.2362 -7797.6910 -7797.1040 -7794.8928 -7798.4483 -7795.6584 -7797.5408 eV, respectively.